# 1
This record from the Open Molecules 2025 dataset describes a 3-piece molecular cluster, C16H40O7PS2 overall in a non-equilibrium geometry. The level of theory is ωB97M-V/def2-TZVPD.

As for the molecular weight: 439.60 g/mol. The calculation puts the HOMO energy at -0.4295 Ha. The net charge is +1.

Positions of all 66 atoms, in Å:
1 C 4.786 7.672 -2.570
2 O 3.619 7.442 -1.807
3 C 2.428 7.455 -2.573
4 C 1.315 6.791 -1.797
5 C 1.678 5.413 -1.276
6 C 1.544 4.318 -2.344
7 C 1.115 2.955 -1.799
8 C 2.273 2.015 -1.449
9 C 2.715 2.074 0.017
10 C 3.203 0.705 0.550
11 C 4.651 0.713 1.060
12 P 5.733 0.927 -0.367
13 H 5.633 7.306 -1.999
14 H 4.754 7.156 -3.529
15 H 4.934 8.740 -2.741
16 H 2.150 8.494 -2.769
17 H 2.584 6.990 -3.550
18 H 0.449 6.739 -2.453
19 H 1.043 7.450 -0.978
20 H 2.686 5.438 -0.878
21 H 1.006 5.187 -0.452
22 H 0.808 4.640 -3.074
23 H 2.478 4.203 -2.885
24 H 0.439 3.068 -0.959
25 H 0.532 2.467 -2.576
26 H 1.962 0.999 -1.675
27 H 3.095 2.233 -2.130
28 H 1.894 2.387 0.643
29 H 3.539 2.772 0.137
30 H 2.580 0.380 1.374
31 H 3.123 -0.075 -0.202
32 H 4.924 -0.227 1.528
33 H 4.833 1.499 1.787
34 H 5.336 2.072 -1.057
35 H 7.079 1.084 -0.034
36 H 5.614 -0.147 -1.247
37 O 0.154 -0.577 1.484
38 S -1.061 -0.969 0.826
39 O -2.310 -0.843 1.503
40 O -0.888 -2.449 0.279
41 C -0.499 -3.479 1.219
42 C -1.627 -3.899 2.138
43 C -1.177 -0.166 -0.738
44 H 0.375 -3.144 1.782
45 H -0.186 -4.318 0.600
46 H -1.918 -3.090 2.806
47 H -1.318 -4.746 2.749
48 H -2.508 -4.183 1.563
49 H -0.235 -0.280 -1.268
50 H -1.382 0.884 -0.540
51 H -1.998 -0.609 -1.295
52 O -5.010 -7.379 3.800
53 S -5.044 -7.413 2.370
54 O -4.528 -6.315 1.608
55 O -6.527 -7.731 1.894
56 C -7.589 -6.887 2.391
57 C -7.617 -5.523 1.730
58 C -4.302 -8.901 1.793
59 H -7.511 -6.806 3.476
60 H -8.505 -7.431 2.168
61 H -6.734 -4.939 1.984
62 H -8.497 -4.971 2.059
63 H -7.647 -5.624 0.646
64 H -4.713 -9.738 2.349
65 H -3.234 -8.810 1.972
66 H -4.499 -8.999 0.728

# 2
This record from the Open Molecules 2025 dataset describes C16H40O8 as an isolated structure in a non-equilibrium geometry. The level of theory is ωB97M-V/def2-TZVPD.

As for the molecular weight: 360.49 g/mol. The calculation puts the HOMO energy at -0.2661 Ha. The net charge is 0. The relative energy (zero: lowest compared OMol25 entry of this formula, charge and spin) is 399.9 kcal per mole.

Positions of all 64 atoms, in Å:
1 C -8.426 13.264 26.425
2 O -7.567 12.482 25.606
3 C -8.158 11.886 24.390
4 C -8.761 10.504 24.669
5 O -9.623 10.070 23.605
6 C -10.667 9.142 23.925
7 H -7.831 13.974 26.999
8 H -9.008 12.663 27.124
9 H -9.202 13.758 25.841
10 H -7.374 11.814 23.635
11 H -8.994 12.542 24.150
12 H -9.361 10.554 25.578
13 H -8.050 9.694 24.826
14 H -11.236 8.815 23.054
15 H -11.389 9.701 24.520
16 H -10.261 8.300 24.485
17 C -14.035 11.228 23.895
18 O -12.784 11.500 24.599
19 C -12.121 12.749 24.332
20 C -10.717 12.584 25.024
21 O -10.869 12.630 26.479
22 C -11.363 11.520 27.155
23 H -14.191 10.149 23.869
24 H -14.118 11.461 22.833
25 H -14.816 11.813 24.381
26 H -12.669 13.618 24.697
27 H -11.963 13.082 23.307
28 H -10.208 13.521 24.797
29 H -10.028 11.911 24.514
30 H -10.574 11.039 27.733
31 H -11.526 10.611 26.575
32 H -12.245 11.734 27.758
33 C -14.739 12.479 27.393
34 O -14.945 12.423 26.003
35 C -14.955 13.895 25.588
36 C -14.843 13.843 24.097
37 O -14.885 15.126 23.505
38 C -14.959 15.055 22.084
39 H -14.341 11.570 27.843
40 H -15.550 12.770 28.062
41 H -13.955 13.172 27.697
42 H -14.251 14.598 26.034
43 H -15.947 14.314 25.755
44 H -15.791 13.358 23.861
45 H -13.995 13.274 23.717
46 H -15.476 15.983 21.840
47 H -15.647 14.283 21.740
48 H -13.957 14.865 21.699
49 C -11.155 14.387 22.498
50 O -10.081 14.147 23.430
51 C -8.919 13.647 22.765
52 C -9.036 12.332 22.057
53 O -9.985 11.550 22.779
54 C -10.758 10.763 21.835
55 H -11.900 15.025 22.973
56 H -11.648 13.475 22.161
57 H -10.662 14.761 21.600
58 H -8.154 13.406 23.502
59 H -8.447 14.394 22.126
60 H -8.029 11.921 21.982
61 H -9.253 12.487 21.001
62 H -10.205 10.026 21.254
63 H -11.078 11.366 20.986
64 H -11.591 10.357 22.410

# 3
This record from the Open Molecules 2025 dataset describes C16H41F7NO16P4 as an isolated structure in a non-equilibrium geometry. The level of theory is ωB97M-V/def2-TZVPD.

As for the molecular weight: 760.38 g/mol. The calculation puts the HOMO energy at -0.1773 Ha. The net charge is -1.

Positions of all 85 atoms, in Å:
1 P -0.681 -0.808 1.760
2 F -0.643 -1.907 2.995
3 F -1.849 -1.683 1.051
4 F -1.811 0.041 2.600
5 F -0.866 0.222 0.565
6 F 0.317 0.242 2.408
7 F 0.457 -1.572 0.849
8 C -2.821 0.380 0.277
9 C -2.261 1.287 -0.953
10 C -2.570 0.619 -2.305
11 O -2.311 1.554 -3.388
12 C -2.344 0.970 -4.688
13 N -3.022 2.538 -0.810
14 H -3.910 0.346 0.244
15 H -2.507 0.744 1.256
16 H -2.454 -0.638 0.148
17 H -1.201 1.535 -0.893
18 H -3.631 0.386 -2.400
19 H -2.193 -0.399 -2.411
20 H -3.310 0.478 -4.795
21 H -1.632 0.144 -4.672
22 H -2.190 1.747 -5.436
23 H -3.948 2.286 -1.124
24 H -3.375 2.386 0.124
25 C -1.217 2.091 1.907
26 O -0.990 3.433 1.704
27 P -0.412 3.904 0.199
28 O -1.538 4.111 -0.753
29 O 0.473 5.146 0.649
30 C -0.006 6.278 1.341
31 O 0.649 2.709 -0.141
32 C 1.733 2.501 0.799
33 H -2.290 2.034 2.090
34 H -0.695 1.597 2.727
35 H -0.986 1.539 0.996
36 H -0.312 7.023 0.606
37 H 0.838 6.616 1.942
38 H -0.747 6.300 2.140
39 H 2.627 2.216 0.244
40 H 1.480 1.812 1.605
41 H 1.982 3.345 1.442
42 C 4.187 3.009 3.018
43 O 3.798 1.676 2.643
44 P 4.433 0.984 1.300
45 O 4.022 1.749 0.037
46 O 5.924 0.776 1.619
47 C 6.315 0.456 2.958
48 O 3.689 -0.432 1.443
49 C 2.405 -0.679 1.011
50 H 3.785 3.756 2.334
51 H 5.254 3.228 3.061
52 H 3.575 3.216 3.895
53 H 6.724 1.296 3.521
54 H 7.158 -0.230 2.886
55 H 5.539 0.044 3.603
56 H 2.444 -1.694 0.616
57 H 2.048 -0.088 0.167
58 H 1.626 -0.514 1.755
59 C -1.272 -4.908 -4.436
60 O -0.466 -4.157 -3.606
61 P -1.061 -2.724 -3.052
62 O -2.554 -2.717 -2.821
63 O -0.100 -2.348 -1.783
64 C -0.437 -1.542 -0.645
65 O -0.519 -1.672 -4.153
66 C -0.952 -1.671 -5.471
67 H -2.079 -4.364 -4.928
68 H -1.672 -5.706 -3.812
69 H -0.664 -5.396 -5.198
70 H -1.431 -1.115 -0.783
71 H 0.247 -0.701 -0.530
72 H -0.514 -2.165 0.246
73 H -0.591 -0.700 -5.812
74 H -2.030 -1.759 -5.608
75 H -0.399 -2.441 -6.008
76 C 0.295 -4.107 2.415
77 C -0.800 -4.111 1.361
78 O -1.892 -4.583 2.116
79 C -1.517 -5.009 3.266
80 O -2.223 -5.506 4.119
81 O -0.243 -4.935 3.436
82 F -0.586 -4.992 0.382
83 H 0.556 -3.107 2.762
84 H 1.178 -4.502 1.913
85 H -1.036 -3.168 0.869

# 4
This record from the Open Molecules 2025 dataset describes C16H41MnO18S5 as an isolated structure in a non-equilibrium geometry. The level of theory is ωB97M-V/def2-TZVPD.

As for the molecular weight: 736.76 g/mol. The calculation puts the HOMO energy (alpha / beta) at -0.4245 / -0.4505 Ha. Its spin multiplicity is 6. The net charge is +1. The relative energy (zero: lowest compared OMol25 entry of this formula, charge and spin) is 20.2 kcal per mole.

Positions of all 81 atoms, in Å:
1 Mn -0.222 -0.907 -0.204
2 O 1.209 -4.275 1.189
3 C 0.813 -3.165 0.558
4 O -0.146 -3.175 -0.277
5 O 1.268 -2.041 0.888
6 H 0.731 -4.991 0.733
7 O 1.405 -0.284 -1.549
8 S 2.521 0.056 -2.403
9 O 2.471 1.207 -3.259
10 O 3.802 0.283 -1.487
11 C 4.059 -0.630 -0.396
12 C 5.380 -0.233 0.195
13 C 3.099 -1.378 -3.366
14 H 4.057 -1.667 -0.744
15 H 3.264 -0.580 0.351
16 H 5.586 -0.775 1.115
17 H 5.329 0.846 0.375
18 H 6.237 -0.322 -0.474
19 H 3.055 -2.308 -2.806
20 H 4.120 -1.112 -3.621
21 H 2.468 -1.478 -4.246
22 O -3.719 -0.400 2.547
23 S -2.576 -1.245 2.389
24 O -1.539 -0.890 1.428
25 O -1.912 -1.424 3.820
26 C -2.790 -1.611 4.953
27 C -2.164 -0.813 6.098
28 C -3.066 -2.949 2.021
29 H -2.767 -2.674 5.186
30 H -3.813 -1.257 4.852
31 H -1.214 -1.232 6.427
32 H -2.783 -0.688 6.988
33 H -2.035 0.221 5.770
34 H -3.902 -3.175 2.681
35 H -2.197 -3.595 2.087
36 H -3.483 -2.971 1.014
37 O -1.070 -1.170 -2.201
38 S -1.094 -1.464 -3.615
39 O 0.031 -2.038 -4.279
40 O -2.396 -2.429 -3.800
41 C -2.558 -3.000 -5.111
42 C -3.985 -3.519 -5.271
43 C -1.629 0.056 -4.402
44 H -1.839 -3.809 -5.229
45 H -2.416 -2.210 -5.854
46 H -3.999 -3.957 -6.269
47 H -4.774 -2.769 -5.230
48 H -4.214 -4.247 -4.493
49 H -1.706 -0.144 -5.472
50 H -0.886 0.831 -4.247
51 H -2.624 0.267 -4.026
52 O -2.471 2.418 -2.144
53 S -1.844 2.258 -0.851
54 O -1.170 1.044 -0.538
55 O -0.808 3.459 -0.637
56 C -1.123 4.726 -1.285
57 C -0.057 5.688 -0.780
58 C -3.047 2.609 0.426
59 H -2.149 4.985 -1.025
60 H -1.030 4.609 -2.363
61 H -0.310 6.715 -1.038
62 H 0.871 5.416 -1.284
63 H 0.124 5.586 0.287
64 H -3.564 3.519 0.127
65 H -2.567 2.765 1.388
66 H -3.745 1.774 0.418
67 O -0.262 2.235 2.643
68 S 0.857 1.382 2.349
69 O 0.971 0.774 1.048
70 O 2.155 2.320 2.611
71 C 3.437 1.898 2.063
72 C 4.401 2.938 2.581
73 C 1.123 0.087 3.586
74 H 3.362 1.941 0.978
75 H 3.659 0.910 2.466
76 H 4.263 3.951 2.210
77 H 5.448 2.751 2.310
78 H 4.452 2.860 3.668
79 H 2.134 0.254 3.953
80 H 1.065 -0.877 3.089
81 H 0.434 0.239 4.407

# 5
This record from the Open Molecules 2025 dataset describes a 8-piece molecular cluster, C16H41N7O9 overall in a non-equilibrium geometry. The level of theory is ωB97M-V/def2-TZVPD.

As for the molecular weight: 475.54 g/mol. The calculation puts the HOMO energy at -0.3248 Ha. The net charge is 0. The relative energy (zero: lowest compared OMol25 entry of this formula, charge and spin) is 0.0 kcal per mole.

Positions of all 73 atoms, in Å:
1 C -2.243 -2.288 2.348
2 C -2.245 -0.903 2.952
3 N -3.330 -0.128 2.767
4 O -1.228 -0.465 3.484
5 H -3.231 -2.728 2.201
6 H -1.731 -2.972 3.022
7 H -1.728 -2.214 1.389
8 H -3.940 -0.198 1.972
9 H -3.294 0.779 3.207
10 C 2.668 -6.158 -1.730
11 C 1.851 -5.172 -0.920
12 N 1.981 -3.862 -1.237
13 O 1.156 -5.536 0.015
14 H 3.019 -6.887 -1.006
15 H 3.532 -5.597 -2.099
16 H 2.140 -6.579 -2.578
17 H 1.447 -3.140 -0.775
18 H 2.356 -3.522 -2.106
19 C 0.423 4.153 -2.382
20 C 1.151 2.879 -2.381
21 N 0.498 1.713 -2.510
22 O 2.378 2.835 -2.209
23 H 0.349 4.587 -3.381
24 H 0.899 4.860 -1.708
25 H -0.620 4.040 -2.071
26 H 0.994 0.844 -2.626
27 H -0.486 1.538 -2.315
28 C 0.385 1.914 1.439
29 C 0.129 2.890 2.547
30 N -0.151 2.372 3.757
31 O 0.340 4.115 2.465
32 H -0.097 0.981 1.750
33 H 1.448 1.687 1.363
34 H -0.068 2.156 0.483
35 H -0.305 3.020 4.511
36 H -0.406 1.414 3.969
37 C -4.716 4.275 0.531
38 C -3.398 3.767 1.033
39 N -2.721 4.534 1.906
40 O -2.827 2.772 0.575
41 H -5.515 4.059 1.245
42 H -5.012 3.671 -0.327
43 H -4.714 5.332 0.281
44 H -1.843 4.187 2.271
45 H -2.979 5.483 2.108
46 C 2.806 -0.039 -4.615
47 C 2.616 -0.829 -3.337
48 N 3.679 -1.420 -2.743
49 O 1.501 -0.982 -2.837
50 H 3.625 -0.366 -5.244
51 H 2.816 1.021 -4.346
52 H 1.846 -0.114 -5.128
53 H 4.586 -1.301 -3.155
54 H 3.533 -1.841 -1.844
55 C 1.485 -1.821 2.043
56 C 2.835 -1.542 2.698
57 N 3.330 -2.532 3.486
58 O 3.462 -0.527 2.428
59 H 0.804 -2.131 2.832
60 H 1.578 -2.554 1.241
61 H 1.128 -0.933 1.531
62 H 4.266 -2.369 3.824
63 H 3.118 -3.471 3.182
64 O -2.008 1.074 -1.359
65 C -2.597 -0.142 -0.884
66 C -1.827 -1.317 -1.426
67 O -0.564 -1.474 -0.753
68 H -2.352 1.752 -0.737
69 H -2.435 -0.119 0.203
70 H -3.678 -0.147 -1.052
71 H -1.531 -1.113 -2.464
72 H -2.425 -2.229 -1.453
73 H 0.087 -1.042 -1.319

# 6
This record from the Open Molecules 2025 dataset describes C16H42AsF6N3O7Zn as an isolated structure in a non-equilibrium geometry. The level of theory is ωB97M-V/def2-TZVPD.

As for the molecular weight: 642.83 g/mol. The calculation puts the HOMO energy at -0.3452 Ha. The net charge is 0. The relative energy (zero: lowest compared OMol25 entry of this formula, charge and spin) is 9.8 kcal per mole.

Positions of all 76 atoms, in Å:
1 Zn 19.945 -3.463 -14.059
2 O 20.977 -4.349 -15.373
3 H 21.232 -4.988 -16.020
4 As 17.527 -1.249 -12.013
5 F 18.827 -2.301 -12.640
6 F 16.530 -1.669 -13.388
7 F 16.275 -0.219 -11.380
8 F 18.522 -0.870 -10.658
9 F 18.169 0.086 -12.947
10 F 16.937 -2.665 -11.171
11 C 22.538 -0.174 -13.021
12 C 21.271 -1.003 -13.353
13 C 20.878 -0.865 -14.818
14 O 19.692 -1.630 -15.124
15 C 18.837 -1.082 -16.099
16 N 21.494 -2.428 -13.026
17 H 22.380 0.881 -13.239
18 H 23.370 -0.508 -13.650
19 H 22.810 -0.355 -11.983
20 H 20.524 -0.640 -12.650
21 H 21.622 -1.399 -15.425
22 H 20.761 0.197 -15.024
23 H 19.367 -0.515 -16.867
24 H 18.125 -0.370 -15.660
25 H 18.221 -1.896 -16.475
26 H 21.845 -2.509 -12.077
27 H 22.312 -2.695 -13.596
28 C 25.634 -2.756 -15.762
29 C 24.388 -3.643 -15.942
30 C 24.854 -4.973 -16.592
31 O 25.165 -4.702 -17.955
32 C 25.557 -5.897 -18.592
33 N 23.707 -3.861 -14.670
34 H 26.366 -3.260 -15.132
35 H 25.303 -1.845 -15.252
36 H 26.045 -2.383 -16.698
37 H 23.716 -3.165 -16.657
38 H 24.016 -5.681 -16.574
39 H 25.754 -5.363 -16.106
40 H 24.696 -6.568 -18.664
41 H 26.418 -6.391 -18.135
42 H 25.855 -5.692 -19.621
43 H 22.735 -4.182 -14.836
44 H 24.192 -4.672 -14.283
45 C 20.915 -6.759 -11.405
46 C 20.525 -6.142 -12.751
47 C 19.904 -7.135 -13.708
48 O 18.566 -7.342 -13.311
49 C 17.766 -8.239 -14.042
50 N 19.608 -4.984 -12.542
51 H 20.016 -7.181 -10.942
52 H 21.435 -6.088 -10.726
53 H 21.538 -7.650 -11.539
54 H 21.460 -5.796 -13.206
55 H 20.476 -8.071 -13.674
56 H 19.886 -6.744 -14.733
57 H 17.812 -8.040 -15.120
58 H 16.757 -8.049 -13.687
59 H 18.056 -9.285 -13.912
60 H 18.734 -5.519 -12.542
61 H 19.710 -4.656 -11.586
62 C 17.763 -5.672 -18.496
63 C 17.991 -4.980 -17.169
64 O 16.864 -5.130 -16.320
65 C 16.990 -4.617 -15.099
66 O 17.952 -4.012 -14.728
67 O 15.922 -4.979 -14.434
68 C 15.876 -4.646 -13.053
69 H 17.190 -6.597 -18.414
70 H 18.683 -5.782 -19.063
71 H 17.100 -5.073 -19.130
72 H 18.155 -3.916 -17.357
73 H 18.905 -5.345 -16.694
74 H 15.103 -5.236 -12.565
75 H 15.613 -3.605 -12.862
76 H 16.835 -4.853 -12.587